# 1
Formula: C13H10Br4N6NiO6S
Source: the Open Molecules 2025 dataset
Level of theory: the ωB97M-V functional and the def2-TZVPD basis

The charge is -2. The LUMO energy is 0.142 Eh. The frontier orbital gap is 4.57 eV. The value obtained for the molecular weight is 756.6 g mol⁻¹.

XYZ file:
```
41
C13H10Br4N6NiO6S | the Open Molecules 2025 dataset | the ωB97M-V functional and the def2-TZVPD basis
Ni 0.8122 0.7648 -0.7811
Br 6.1603 1.1042 3.9222
C 4.4739 1.1126 3.0345
C 3.3295 1.4433 3.7203
Br 3.3729 1.8664 5.5757
C 2.0970 1.4618 3.0182
Br 0.4559 1.8720 3.9110
C 1.9904 1.1892 1.6648
O 0.8598 1.2595 1.0278
C 3.1949 0.7435 0.9365
O 3.0594 0.3594 -0.2536
C 4.4037 0.7739 1.6685
Br 5.9448 0.2340 0.6910
O 1.5034 2.4880 -3.9670
S 0.5734 2.0500 -2.9498
O -0.8041 2.4185 -3.2400
O 0.6721 0.5294 -2.6954
O 0.9944 2.5051 -1.5557
N -5.9300 1.5188 -0.0498
C -4.5516 1.3100 -0.2183
C -4.0328 0.9049 -1.4444
C -2.6638 0.7175 -1.5605
N -1.8111 0.9104 -0.5619
C -2.3049 1.3352 0.5958
C -3.6597 1.5337 0.8244
H -6.5034 1.0094 -0.7024
H -6.2476 1.4099 0.8997
H -4.6821 0.7584 -2.3011
H -2.2238 0.3691 -2.4887
H -1.5661 1.5055 1.3757
H -4.0105 1.8588 1.7977
N 1.1979 -5.5374 -0.8534
C 0.8262 -4.2116 -0.8659
N 0.1787 -3.8009 -1.9976
N 1.1038 -3.4699 0.1586
C 0.7379 -2.1919 -0.0242
N 0.4421 -1.0990 -0.2095
H 0.5007 -6.1631 -1.2257
H 1.5312 -5.8182 0.0569
H 0.4989 -4.2313 -2.8508
H 0.0760 -2.7939 -2.0824
```


# 2
Formula: C26H24BrIrN6O7P
Source: the Open Molecules 2025 dataset
Level of theory: the ωB97M-V functional and the def2-TZVPD basis

The charge is +2. The LUMO energy (spin up / spin down) is -0.278 / -0.309 Eh. The frontier orbital gap (spin up / spin down) is 6.77 / 5.81 eV. The value obtained for the molecular weight is 835.6 g mol⁻¹. The spin multiplicity is 2.

XYZ file:
```
66
C26H24BrIrN6O7P | the Open Molecules 2025 dataset | the ωB97M-V functional and the def2-TZVPD basis
Ir -0.6470 0.4937 0.5137
O -2.7078 -2.2088 -1.9030
C -2.3021 -1.0896 -2.2240
O -2.7630 0.0493 -1.9764
C -1.1029 -1.0450 -3.1294
C -1.1061 -1.6568 -4.3766
C -0.0601 -1.4176 -5.2280
C 1.0205 -0.5658 -4.9021
C 1.0724 -0.0197 -3.6640
C 0.0498 -0.2893 -2.6715
O 0.1742 0.1312 -1.4946
N 2.1996 0.8847 -3.3723
O 2.5284 1.0368 -2.2056
O 2.6779 1.4757 -4.3068
N -0.0562 -2.0477 -6.5699
O -1.0272 -2.7011 -6.8640
O 0.9266 -1.8544 -7.2499
H -1.9322 -2.2854 -4.6800
H 1.7878 -0.3662 -5.6375
C 4.3730 -1.8536 1.6433
C 3.4960 -2.2451 2.6495
C 2.1374 -2.0236 2.5108
C 1.6808 -1.3777 1.3661
C 2.5395 -0.9795 0.3523
C 3.8956 -1.2315 0.4974
N 0.2647 -1.1945 1.1827
N -0.4317 -2.1882 1.4606
C -1.7988 -2.0229 1.2570
C -2.6577 -3.0589 1.5389
C -4.0163 -2.8620 1.2999
C -4.4296 -1.6533 0.7841
C -3.4943 -0.6596 0.5042
N -2.2010 -0.8363 0.7487
H 5.4322 -2.0437 1.7514
H 3.8709 -2.7358 3.5370
H 1.4386 -2.3480 3.2700
H 2.1606 -0.5033 -0.5420
H 4.5756 -0.9469 -0.2944
H -2.2575 -3.9850 1.9262
H -4.7276 -3.6506 1.5016
H -5.4688 -1.4645 0.5563
H -3.7818 0.2743 0.0470
Br -1.5788 2.6147 -0.6114
C 0.2614 3.0084 -0.3371
C 0.9028 4.1485 -0.7429
C 2.2544 4.2362 -0.4230
C 2.8591 3.2090 0.2849
C 2.1204 2.0953 0.6382
N 0.8268 1.9886 0.3083
H 0.3803 4.9279 -1.2789
H 2.8224 5.1072 -0.7213
H 3.9031 3.2593 0.5582
H 2.5558 1.2707 1.1816
C -0.5365 2.8931 2.9509
P -1.1250 1.2158 2.6272
C -0.3799 0.2096 3.9259
C -2.8872 1.2706 3.0135
H -0.8266 3.1635 3.9673
H -0.9928 3.6035 2.2621
H 0.5479 2.9513 2.8714
H -0.6170 0.6575 4.8922
H 0.7035 0.1746 3.8080
H -0.7771 -0.8056 3.9090
H -3.0172 1.7522 3.9838
H -3.3057 0.2667 3.0634
H -3.4266 1.8479 2.2621
```


# 3
Formula: H16O8
Source: the Open Molecules 2025 dataset
Level of theory: the ωB97M-V functional and the def2-TZVPD basis

The charge is 0. The LUMO energy is -0.013 Eh. The frontier orbital gap is 10.08 eV. The value obtained for the molecular weight is 144.1 g mol⁻¹. Its SMILES is O.O.O.O.O.O.O.O.

XYZ file:
```
24
H16O8 | the Open Molecules 2025 dataset | the ωB97M-V functional and the def2-TZVPD basis
O -0.0244 -0.6979 2.3336
H -0.8400 -1.2247 2.4244
H 0.6568 -1.2341 2.7574
O -0.3791 0.1224 -0.6481
H -1.0791 -0.4648 -0.9800
H -0.4410 0.0745 0.3160
O -2.4737 -1.0287 -2.3606
H -3.0765 -1.6004 -1.8715
H -2.9942 -0.2422 -2.5655
O 1.5283 0.6461 -2.8959
H 1.1605 0.4298 -3.7571
H 0.8851 0.3020 -2.2587
O 3.1146 0.6863 -0.2504
H 3.5391 1.5496 -0.2337
H 2.2982 0.8264 -0.7414
O 1.7611 1.2264 3.1169
H 0.9839 0.7389 2.7857
H 2.5192 0.7001 2.8430
O -2.1149 -2.4719 2.3617
H -2.6016 -3.2869 2.1963
H -1.4764 -2.4368 1.6353
O -0.4354 2.6521 -1.7248
H -0.9281 2.0198 -1.1949
H 0.4177 2.7140 -1.2879
```


# 4
Formula: C6H12NO
Source: the Open Molecules 2025 dataset
Level of theory: the ωB97M-V functional and the def2-TZVPD basis

The charge is -1. The LUMO energy is 0.132 Eh. The frontier orbital gap is 6.19 eV. The value obtained for the molecular weight is 114.2 g mol⁻¹. Its SMILES is C=CC[C@@H](C)NC[O-].

XYZ file:
```
20
C6H12NO | the Open Molecules 2025 dataset | the ωB97M-V functional and the def2-TZVPD basis
C -0.8107 1.5363 0.2747
C 0.0657 0.2715 0.2088
C -0.6541 -0.8988 -0.5046
C 0.0679 -1.3532 -1.7527
C -0.5286 -1.8257 -2.8370
N 0.5671 -0.1736 1.5076
C 1.4273 0.9225 2.1896
O 0.7357 1.7173 2.9838
H -0.4938 2.0966 1.1530
H -1.8561 1.2516 0.4401
H -0.7379 2.1774 -0.6057
H 0.9915 0.4786 -0.3348
H -1.6833 -0.6401 -0.7464
H -0.5875 -1.7588 0.1661
H 1.1540 -1.2989 -1.6807
H -1.6083 -1.9487 -2.8565
H -0.0129 -2.1040 -3.7488
H -0.2158 -0.1920 2.1636
H 2.2404 0.3052 2.6559
H 1.9394 1.4370 1.3242
```